This record from the OMol25 dataset describes a structure of composition C8H15BS. The level of theory is wB97M-V/def2-TZVPD.

Properties
- M (Da) = 154.1
- HOMO energy (eV) = -7.8056

Geometry as XYZ:
```
25
Properties=species:S:1:pos:R:3:forces:R:3:lowdin_charge:R:1
B 0.3494 -1.0335 -0.0715 1.3954 2.0343 1.3830 -0.441
C -1.2174 0.9871 -0.4467 -3.7848 -0.1741 0.7260 -0.109
C -0.6894 1.8816 0.3979 1.4215 -0.5044 -2.2561 -0.416
C -0.5147 -0.1920 -1.0260 -1.9409 -0.7809 0.3387 -0.124
C 0.7396 1.6793 0.6522 2.4865 -3.0294 0.6598 -0.099
C 0.9501 -0.2275 1.1711 -1.1567 4.0589 -0.5333 -0.477
C -1.2975 3.0568 1.0563 -1.7727 -0.8916 -2.2052 -0.042
C 0.9116 -3.0352 -1.7741 -2.1958 -0.3973 -0.6449 -0.130
C 0.9752 -2.3323 -0.4373 3.3765 -2.4280 0.6419 -0.198
S 0.0545 -0.1344 2.7051 -2.3123 -0.5746 -0.6986 0.716
H -2.3927 0.9225 -0.5594 2.3432 0.6104 0.0078 0.149
H 0.0880 0.1486 -1.8403 0.6398 -0.1623 -0.9146 0.122
H -1.2666 -0.9462 -1.3837 0.4712 0.8593 -0.3866 0.131
H 1.5824 1.7466 -0.1227 -1.6721 0.2676 0.6981 0.124
H 1.0593 2.1251 1.5999 0.1155 0.1031 -0.3474 0.073
H 1.9623 -0.0562 1.4805 0.8146 -0.9480 -0.3594 0.048
H -1.6226 2.6890 1.9601 -0.7000 -0.3292 2.6396 0.052
H -2.2016 3.4040 0.5302 0.4163 0.0222 0.0555 0.098
H -0.5991 3.8176 1.1723 1.0822 1.4399 0.2726 0.063
H 0.5824 -2.3389 -2.5893 1.1189 -0.6376 0.2963 0.080
H 1.7803 -3.6991 -1.9382 -0.3241 0.7902 -0.3920 0.079
H 0.0342 -3.7264 -1.7291 0.5477 0.2386 -0.0994 0.079
H 0.9203 -3.1616 0.3078 -0.2352 0.8279 0.1029 0.127
H 2.0967 -2.0606 -0.2507 -1.4869 -0.1451 -0.3057 0.149
H -1.1732 0.0874 1.9874 1.3521 -0.2496 1.3208 -0.056
```
Forces are in eV/Å.


This record from the OMol25 dataset describes a cluster of 2 separate species, C4H12 in total. The level of theory is wB97M-V/def2-TZVPD.

Properties
- M (Da) = 60.1
- SMILES = CC.CC
- HOMO energy (eV) = -11.7809

Geometry as XYZ:
```
16
Properties=species:S:1:pos:R:3:forces:R:3:lowdin_charge:R:1
C 0.8181 -2.2356 -0.1260 -0.1573 -0.2203 0.4909 -0.163
C 0.9831 -1.5887 1.2415 -0.1856 0.7842 0.2627 -0.187
H 1.7865 -2.5151 -0.5349 0.0022 0.0030 -0.1448 0.062
H 0.2077 -3.1359 -0.0305 0.0873 -0.0384 -0.1725 0.064
H 0.3148 -1.5610 -0.8147 0.0204 -0.0004 -0.0923 0.044
H 0.0399 -1.4301 1.7668 -0.2220 -0.2825 -0.1412 0.058
H 1.3702 -0.5699 1.1499 0.3327 -0.1361 -0.0448 0.058
H 1.6196 -2.1386 1.9323 0.1310 -0.1212 -0.1587 0.059
C -0.6810 2.6317 -0.4501 -0.1950 -0.1669 0.5947 -0.162
C -1.1240 1.1845 -0.6503 -0.1570 -0.5449 -0.2815 -0.170
H 0.2287 2.8812 -0.9882 0.0147 0.0171 -0.1033 0.059
H -1.4808 3.3165 -0.7281 0.1433 0.0866 -0.2338 0.059
H -0.4941 2.8144 0.6105 0.0590 0.0680 -0.0436 0.060
H -0.7726 0.7507 -1.5888 -0.0384 0.2098 -0.1102 0.060
H -0.7838 0.4855 0.1144 0.1843 0.2550 0.1795 0.037
H -2.2108 1.0917 -0.6584 -0.0195 0.0871 -0.0010 0.063
```
Forces are in eV/Å.


This record from the OMol25 dataset describes a cluster of 2 separate species, C5H11O2 in total. The level of theory is wB97M-V/def2-TZVPD.

Properties
- M (Da) = 103.1
- total charge = -1
- HOMO energy (eV) = -3.8675

Geometry as XYZ:
```
18
Properties=species:S:1:pos:R:3:forces:R:3:lowdin_charge:R:1
C -1.4191 1.3375 -0.6470 -0.4185 0.6918 0.1199 -0.076
C -2.0663 -0.0340 -0.3247 -0.0517 -0.0716 0.0006 -0.810
O -3.0587 0.0497 0.4350 0.1022 -0.0334 0.0445 -0.116
O -1.5748 -1.0544 -0.8522 0.0945 -0.0073 -0.1050 -0.108
H -0.6588 1.3936 -1.4301 0.0276 -0.3935 0.0809 0.047
H -1.0455 1.8197 0.2648 0.1206 -0.2648 -0.0263 0.051
H -2.2565 1.9761 -0.9418 0.0467 0.0852 -0.1543 0.048
C 2.7369 -0.5725 0.4587 -0.4633 -0.4254 -0.5217 -0.318
C 2.9082 0.9494 0.4953 -0.0018 0.1660 0.2686 -0.128
C 1.2494 -0.9433 0.3857 -0.0541 0.1799 0.1600 -0.135
H 3.1872 -0.9812 -0.4466 0.3778 -0.0432 0.0827 0.086
H 3.2226 -1.0134 1.3267 0.1035 -0.2104 0.0005 0.083
H 3.3197 1.2641 1.4543 0.0603 0.0877 0.0645 0.056
H 1.9298 1.4235 0.4137 0.0344 0.1302 -0.1640 0.058
H 0.8167 -0.4750 -0.4973 -0.2240 0.1467 0.2070 0.052
H 0.9482 -1.9903 0.2835 0.5952 -0.0521 0.0914 0.070
H 3.5660 1.3557 -0.2795 -0.1240 -0.1517 0.0077 0.060
H 0.7456 -0.5814 1.2841 -0.2252 0.1656 -0.1571 0.079
```
Forces are in eV/Å.


This record from the OMol25 dataset describes a structure of composition C27H44BeClF3N5O7S3. The level of theory is wB97M-V/def2-TZVPD.

Properties
- M (Da) = 748.3
- total charge = -1
- HOMO energy (eV) = -2.3102

Geometry as XYZ:
```
91
Properties=species:S:1:pos:R:3:forces:R:3:lowdin_charge:R:1
N -0.0368 2.3518 1.5694 -0.5448 0.3659 -0.2959 -0.030
C -1.3002 2.7234 0.8593 1.0362 -0.9721 0.9025 -0.421
S -1.7866 4.3762 1.5496 2.2100 3.7585 1.7159 0.595
O -0.5168 5.2003 1.5345 -2.4328 -1.6571 -0.9301 -0.416
O -2.1674 4.1977 2.9929 -0.2884 -0.8405 -2.5621 -0.414
N -2.9087 5.2155 0.6104 -0.3505 -3.3064 1.4481 -0.327
S -4.2623 4.2510 0.2862 -0.9082 1.7558 -4.5759 0.596
O -5.2523 5.1302 -0.4467 1.9338 -1.3591 2.4019 -0.411
O -3.9025 3.1281 -0.6598 -0.0857 0.8300 2.7223 -0.450
C -5.1307 3.6833 1.8066 -1.0526 -0.3848 1.2105 -0.254
C -5.7208 2.2212 1.7295 0.4896 -0.0946 0.1996 -0.269
C -4.6276 1.0864 1.6956 -0.7293 0.2048 -0.2310 -0.560
S -3.6427 0.9200 3.2517 -0.0001 0.1675 0.1121 0.715
H -0.2057 2.2869 2.5763 0.0084 -0.1987 -0.4464 0.073
H 0.3148 1.4605 1.2086 -0.3492 0.3192 0.2903 0.056
H -2.0887 1.9598 1.1356 0.3209 1.0965 -0.5143 -0.022
H -1.0368 2.7405 -0.2335 -0.7913 0.4430 0.9938 0.059
H -4.5085 3.8033 2.7462 -0.2740 -0.1846 -1.4063 0.078
H -6.0153 4.3776 1.9544 1.2325 -0.5081 -0.5958 0.106
H -6.4404 2.0893 0.8727 0.9061 0.2903 0.6232 0.116
H -6.3333 2.0668 2.6724 0.7363 0.2329 -0.9788 0.111
H -5.1735 0.1056 1.5664 0.8569 1.0786 0.4473 0.066
H -3.9122 1.1542 0.8308 -0.9674 0.1952 0.6766 -0.034
H -3.0816 2.1606 3.5195 -0.6602 -0.5933 -0.7526 -0.138
Be -2.1302 0.6216 -0.6328 -0.1226 -0.2989 -0.3321 0.586
C -3.0516 -2.3664 0.6558 -2.9307 1.6732 -1.9478 -0.335
O -3.8235 -1.5807 1.3435 0.4942 -1.0268 -1.2836 -0.132
H -3.5492 -3.1848 0.0898 -0.5030 -0.4012 0.4700 0.077
H -2.4417 -1.8930 -0.1405 0.8236 0.7547 0.4852 0.004
H -2.2541 -2.9457 1.2283 1.0121 0.4783 2.1682 0.108
O -3.1467 -5.1858 1.3490 0.0462 -0.3608 0.9356 0.251
H -4.0356 -5.5629 1.2112 0.1342 0.1120 -0.0041 0.184
H -2.4365 -5.8332 1.1031 -0.0179 0.0731 -0.5955 0.113
H -3.0323 -4.8466 2.2765 0.0945 0.6711 -0.0912 0.193
O -1.9269 -2.1396 4.9070 0.4340 -1.6760 2.2397 -0.315
H -2.5104 -1.4358 4.5498 0.2172 0.5651 -0.4479 -0.020
F -2.3044 -2.5561 2.7502 1.0186 -1.9506 -1.0099 -0.332
C 3.2995 4.7137 2.9208 0.2653 0.0309 -0.5053 -0.004
N 3.6912 4.8615 1.5117 -0.4515 -0.0128 0.9928 -0.141
C 5.0096 4.9738 1.1945 0.6403 0.1839 -1.1782 -0.067
C 5.4104 5.0720 -0.1166 0.1136 0.7116 1.5190 -0.024
C 4.4582 5.0509 -1.1575 0.5173 0.1511 -2.2133 -0.214
C 3.0985 4.9569 -0.7819 -0.7318 -0.8898 1.1026 -0.006
C 2.7431 4.8658 0.5418 -0.1704 -0.1424 -1.3742 -0.032
C 4.8421 5.0951 -2.5544 -0.5028 -0.1035 2.3887 -0.235
C 4.4518 4.0634 -3.4471 -0.6238 -0.1138 -1.8296 -0.044
C 4.7727 4.1305 -4.7763 -0.7797 -0.5223 1.5965 -0.087
N 5.4737 5.1984 -5.2708 0.2693 -0.2938 -1.7308 -0.182
C 5.8900 6.2023 -4.4332 0.0178 0.4869 1.6882 -0.093
C 5.5914 6.1668 -3.0952 1.3008 0.1484 -1.3169 -0.042
C 5.7725 5.2914 -6.7002 -0.1560 0.1887 1.0268 -0.044
H 3.6910 5.5671 3.4763 -0.0609 -0.1134 0.1663 0.089
H 3.7248 3.7789 3.2903 -0.0859 0.0826 0.2191 0.093
H 2.2139 4.6844 2.9995 0.0678 0.0029 -0.0709 0.092
H 5.7196 4.9692 2.0120 -0.1335 -0.0937 0.0118 0.117
H 6.4710 5.1409 -0.3323 -0.1036 -0.0193 -0.0077 0.112
H 2.3145 4.9570 -1.5300 0.0748 0.0527 0.0867 0.120
H 1.7067 4.7876 0.8503 -0.0332 0.0837 0.1458 0.096
H 3.8949 3.2035 -3.0917 0.0660 0.0788 -0.0122 0.111
H 4.4785 3.3542 -5.4709 0.1668 0.0814 -0.0273 0.105
H 6.4453 7.0195 -4.8759 -0.1215 -0.0604 -0.0748 0.104
H 5.9199 6.9888 -2.4689 -0.0366 -0.0660 -0.0455 0.109
H 6.8545 5.3784 -6.8211 -0.0105 0.0569 -0.2895 0.082
H 5.2636 6.1750 -7.0940 0.1524 -0.0256 -0.3089 0.085
H 5.4130 4.4001 -7.2109 0.0312 0.0638 0.0363 0.079
F -2.3714 -3.2759 6.5410 -0.4483 0.4513 -0.6344 -0.478
F -1.0801 -2.3820 -1.8689 0.0282 -0.0683 -0.1826 0.013
C -0.1791 -3.3430 -1.6261 0.4094 -0.4431 0.0910 -0.290
C -0.1347 -4.4567 -2.4487 -0.0989 -0.0310 -0.1871 -0.035
C 0.8038 -5.4510 -2.1981 0.0770 0.2383 0.2292 -0.121
C 1.6784 -5.3254 -1.1226 -0.0259 -0.0908 -0.0381 -0.115
C 1.6195 -4.2038 -0.3008 -0.1201 -0.1206 -0.1784 -0.073
C 0.6896 -3.2036 -0.5564 -0.0314 0.1874 0.1735 -0.001
H -0.8293 -4.5402 -3.2757 0.0133 0.0533 0.0382 0.116
H 0.8532 -6.3234 -2.8401 -0.0315 0.0643 -0.0030 0.098
H 2.4075 -6.1039 -0.9254 -0.0078 0.0649 -0.0132 0.095
H 2.2977 -4.1088 0.5388 -0.0689 0.0510 -0.0381 0.111
H 0.6345 -2.3198 0.0674 -0.0568 -0.0208 -0.0060 0.126
Cl 0.2520 -2.6179 5.3025 -0.2418 0.5334 -0.7007 -0.032
C -2.6596 -10.1315 0.6093 0.0098 -0.0537 0.0466 -0.109
C -1.4240 -10.1450 -0.2848 -0.3466 -0.1693 0.0244 -0.261
C -0.4943 -8.9538 -0.0365 -0.4370 0.3379 -0.3628 -0.157
C -1.2141 -7.6762 -0.3118 0.0657 0.5813 0.0073 -0.150
N -1.7718 -6.6807 -0.5262 0.4408 -1.3231 0.7100 0.178
H -3.2821 -9.2532 0.4223 0.0454 -0.0123 -0.0006 0.065
H -3.2759 -11.0116 0.4185 0.0355 0.0541 0.0492 0.077
H -2.3791 -10.1359 1.6661 -0.0457 -0.0042 -0.0491 0.081
H -1.7429 -10.1533 -1.3307 0.1377 0.0189 0.0318 0.115
H -0.8690 -11.0699 -0.1109 0.0912 0.1307 -0.0394 0.113
H 0.3794 -9.0143 -0.6886 -0.0306 0.2077 0.0461 0.121
H -0.1442 -8.9474 0.9984 -0.0410 0.1633 -0.0507 0.128
```
Forces are in eV/Å.